{
  "formula": "C31H46BrN3OP2Sr",
  "method": "wB97M-V/def2-TZVPD",
  "gap_ha": 0.22555,
  "total_charge": 2,
  "max_force_ev_per_a": 3.14,
  "e_tot_ev": -128852.096,
  "relative_energy_kcal_mol": 22.3,
  "homo_energy_ev": -11.9,
  "elements": ["N", "C", "C", "C", "C", "C", "C", "Sr", "P", "C", "C", "C", "C", "C", "C", "C", "Br", "H", "H", "H", "H", "H", "H", "H", "H", "H", "H", "P", "C", "C", "H", "H", "H", "H", "H", "C", "C", "H", "H", "H", "H", "H", "C", "C", "H", "H", "H", "H", "H", "C", "C", "H", "H", "H", "H", "H", "C", "C", "H", "H", "H", "H", "H", "C", "C", "H", "H", "H", "H", "H", "N", "C", "O", "C", "C", "C", "N", "C", "C", "H", "H", "H", "H", "H", "H"],
  "xyz": [[-3.641547, 5.996160, -2.649748], [-3.436337, 5.876395, -1.343887], [-2.709415, 4.814520, -0.790612], [-2.160040, 3.825698, -1.648308], [-2.418623, 3.966793, -3.033452], [-3.149699, 5.077846, -3.481588], [-1.406477, 2.690476, -1.098456], [0.959055, 2.374811, -0.472412], [3.828181, 1.473328, -0.287047], [-0.900400, 1.661315, -1.901542], [-0.776955, 0.286409, -1.498379], [0.010111, -0.634362, -2.250038], [0.202049, -1.928291, -1.884568], [-0.331246, -2.465410, -0.590922], [-1.269821, -1.515070, 0.073017], [-1.420674, -0.226308, -0.344661], [1.269468, -2.506230, 0.573061], [-1.540384, 2.510180, -0.010970], [-0.635534, 1.867205, -2.934579], [-2.529078, 4.829914, 0.284247], [-1.980292, 3.300578, -3.780543], [-3.869506, 6.632063, -0.685475], [-3.356480, 5.228884, -4.541262], [0.528601, -0.285646, -3.146975], [-2.042345, 0.450342, 0.242829], [0.896281, -2.570781, -2.445547], [-1.751479, -1.890971, 0.983695], [-1.204865, -4.133585, -0.779279], [3.515116, 3.302791, -0.147391], [4.619964, 4.355971, -0.273954], [2.966882, 3.494305, 0.788713], [2.912970, 3.541588, -1.044362], [4.134444, 5.308575, -0.525655], [5.189796, 4.501616, 0.645775], [5.274369, 4.076781, -1.102049], [3.100836, 0.214628, -1.450028], [3.998938, -1.007958, -1.792886], [2.888015, 0.744629, -2.394108], [2.150419, -0.184480, -1.065603], [3.564908, -1.612602, -2.605636], [5.000947, -0.702849, -2.117487], [4.125907, -1.674299, -0.931666], [3.852948, 0.683758, 1.373747], [5.225057, 0.003338, 1.537369], [3.031247, -0.040400, 1.508238], [3.734292, 1.477157, 2.129185], [5.297048, -0.572547, 2.464383], [5.423452, -0.682925, 0.708341], [6.031293, 0.743121, 1.534104], [-1.487589, -4.669204, 0.925241], [-2.052793, -6.068401, 1.069749], [-2.156367, -3.932610, 1.386092], [-0.531465, -4.560005, 1.452177], [-3.064371, -6.129232, 0.664891], [-1.428840, -6.826721, 0.593419], [-2.116862, -6.295491, 2.135204], [0.102487, -5.077608, -1.564678], [-0.033384, -5.120645, -3.072936], [0.085121, -6.077062, -1.113221], [1.048728, -4.607575, -1.265101], [-0.995211, -5.542271, -3.376399], [0.070432, -4.126598, -3.516207], [0.755448, -5.759729, -3.475329], [-2.697710, -3.837826, -1.743332], [-3.911777, -3.353399, -0.956803], [-2.920617, -4.772923, -2.280854], [-2.429434, -3.091292, -2.506941], [-3.788971, -2.325486, -0.602387], [-4.783733, -3.377479, -1.614187], [-4.143892, -3.992680, -0.100736], [-1.449317, 0.786650, 6.353512], [-1.796805, 1.910624, 5.621089], [-2.584516, 2.743712, 6.043348], [-1.204201, 2.015247, 4.251304], [-0.535801, 0.972303, 3.589283], [0.067280, 1.234189, 2.359150], [-0.104369, 2.425595, 1.729625], [-0.818682, 3.424478, 2.330602], [-1.356718, 3.238861, 3.594850], [-1.812344, 0.813367, 7.294818], [-0.508062, 0.434429, 6.277244], [-0.494512, -0.031378, 3.993348], [0.711326, 0.485205, 1.876577], [-0.916906, 4.365371, 1.787167], [-1.917005, 4.049117, 4.064755]],
  "forces_ev_per_angstrom": [[-0.3084, 0.2656, -0.2167], [0.3567, -0.7840, 0.0939], [0.2967, 0.0704, -0.6622], [-0.2792, 0.8719, -0.1688], [0.1920, 0.6619, 0.1680], [0.3241, -0.4189, 0.7292], [-0.9672, -0.6498, -0.9422], [1.5741, -0.1276, 0.8668], [2.9802, -0.8476, 0.5164], [-2.3027, -0.9336, 0.1605], [0.8058, 1.5974, -0.3575], [0.3755, -0.9866, -0.3998], [-0.1578, 0.1061, -0.3675], [-1.3683, 0.9271, -0.8564], [-0.2867, 0.5676, -0.0511], [-0.1989, -0.8552, 1.1746], [0.8346, -0.7117, 0.9070], [-0.2073, -0.0338, -0.8965], [-0.0869, 0.1325, -0.1528], [-0.1220, -0.3002, -0.2210], [-0.3745, 0.0142, 0.3312], [0.1168, -0.0954, -0.2854], [0.1043, -0.0722, 0.2248], [-0.2348, -0.0433, 0.1260], [-0.0858, -0.2732, -0.1747], [-0.4394, 0.4201, 0.2289], [0.0516, 0.4256, -0.3903], [1.7062, 1.6644, 1.1137], [-1.0480, 0.1564, -0.7429], [0.3185, -0.2777, -0.1391], [-0.2663, 0.0777, -0.1818], [-0.1583, 0.2700, 0.2047], [0.1749, -0.1982, 0.1265], [0.0193, -0.2169, -0.1722], [0.1380, 0.1487, 0.2060], [-0.9769, 0.3889, -0.6466], [0.4120, 0.2389, 0.2758], [-0.0342, -0.1209, 0.1170], [0.1164, 0.0692, -0.1228], [-0.1073, 0.3980, 0.3009], [-0.2495, 0.0828, 0.0825], [-0.1202, 0.2168, -0.1105], [0.0523, 0.1664, 0.2243], [0.0736, -0.1994, 0.1466], [0.2249, 0.2059, -0.0834], [-0.0295, -0.2501, -0.1187], [-0.1090, 0.1010, -0.0356], [-0.0586, 0.0996, 0.1331], [-0.1917, -0.0613, -0.0081], [-0.0640, 0.2524, -0.0351], [-0.2349, -0.2061, 0.1870], [0.0061, -0.1273, -0.1325], [-0.0315, -0.0731, -0.2619], [0.0600, -0.0970, -0.0446], [-0.0601, 0.0352, 0.0553], [-0.0007, -0.1434, -0.1203], [-0.1759, -0.6513, 0.1701], [0.0793, -0.2783, -0.4841], [0.0870, 0.0377, -0.2441], [-0.2551, -0.1058, 0.0932], [0.1651, 0.0291, -0.0651], [-0.0990, -0.2271, -0.0051], [-0.1230, 0.0872, -0.0809], [0.0164, -0.2199, -0.4798], [-0.2945, 0.0679, 0.2479], [0.0391, 0.2020, 0.1657], [0.1034, -0.2444, 0.1254], [0.0412, -0.2303, -0.0685], [0.1092, 0.0283, 0.0513], [0.0530, 0.0438, -0.0914], [-0.0557, 0.7427, -0.4437], [-0.8012, -0.1750, 1.4661], [0.7665, -0.7378, -0.7751], [0.2466, 0.0089, -0.9670], [0.0512, 0.3764, -0.0437], [-0.6615, 1.0372, 0.2195], [0.1665, 0.1164, 1.2384], [0.5834, -1.4299, 0.2019], [-0.0659, 0.4493, -0.2130], [0.0031, -0.0447, 0.0780], [-0.0416, -0.0912, -0.0637], [0.1473, 0.1164, 0.1602], [-0.4359, 0.2000, 0.0506], [-0.0064, -0.3089, 0.1244], [0.2036, -0.3267, 0.0311]]
}